Formula: C8H8AlF4NO3
Source: OMol25
Level of theory: ωB97M-V/def2-TZVPD

Structure (XYZ):
```
25
Properties=species:S:1:pos:R:3:forces:R:3
O 0.8090 -0.8491 0.4697 6.08 2.39 -5.77
C 1.8035 -0.5888 -0.4158 -4.60 -2.02 3.87
C 2.5236 0.8685 -0.6259 1.43 -1.51 1.61
O 1.6449 1.9354 -1.1287 -2.95 -2.37 -1.74
C 0.6118 1.4293 -2.0449 1.88 -0.49 -5.84
O 0.8871 1.2646 -3.3587 -2.12 0.96 8.82
C -0.9338 1.0978 -1.5200 -2.49 -0.64 1.14
C -1.9559 0.3324 -2.5837 -1.29 1.26 4.98
C -3.4685 -0.0095 -1.9902 3.90 1.72 0.98
N -3.8640 0.3652 -0.5676 3.60 0.77 -1.24
C -2.9471 1.0616 0.4366 2.89 0.08 -2.79
C -1.4076 1.4949 0.0337 -2.94 -2.52 -3.48
H 2.1601 -1.5255 -1.0626 -0.46 2.14 1.34
H 3.4843 0.6791 -1.2958 -2.26 0.68 1.10
H 2.8847 1.2191 0.4554 -0.87 -0.78 -2.40
H -1.5837 0.0373 -3.6651 -1.00 0.69 2.56
H -4.1995 -0.5624 -2.7185 1.21 1.23 2.03
H -4.8360 0.0900 -0.2475 1.71 0.49 -0.50
H -3.2906 1.3124 1.5441 0.33 -0.87 -2.81
H -0.6424 2.0276 0.7656 -1.97 -1.38 -1.61
F 2.4572 -3.7938 2.8465 -0.01 1.84 1.17
Al 2.4640 -2.3360 3.9040 0.06 -0.32 0.33
F 0.8009 -2.0395 4.5283 1.93 -0.26 -0.83
F 3.0120 -0.9077 2.9538 -0.64 -1.47 0.86
F 3.5858 -2.6030 5.2874 -1.42 0.39 -1.78
```
Positions in Å, forces in eV/Å.

Frontier orbital gap: 5.9144 eV
LUMO level: -4.099 eV
HOMO: -10.01 eV

Löwdin population analysis, charges in e, atoms 1 to 6: -0.056, -0.081, -0.115, -0.092, -0.223, 0.024

=====

Formula: C2H7N3O2
Source: OMol25
Level of theory: ωB97M-V/def2-TZVPD

Structure (XYZ):
```
14
Properties=species:S:1:pos:R:3:forces:R:3
C -4.6126 0.1443 -0.3395 -0.50 0.16 3.20
C -1.3875 -1.4226 0.3226 0.11 -1.17 1.03
N -1.7616 -2.6301 -0.3160 0.20 0.77 2.28
N -1.4155 -0.2527 -0.1354 0.54 0.40 0.96
N 3.0399 2.5560 0.7358 1.39 -0.57 -2.01
O -4.5858 -0.2163 0.7673 0.33 -0.60 -0.63
O -4.7600 0.6720 -1.3383 0.18 0.40 -2.49
H -1.0806 -1.5733 1.4398 -0.73 0.19 -2.03
H -1.6533 -2.7433 -1.2705 0.06 0.58 -2.34
H -1.3847 -3.4562 0.0899 0.15 -0.45 0.82
H -1.5991 -0.1339 -1.1108 -0.35 -0.30 -0.78
H 3.8945 2.7507 0.0718 -1.89 -1.53 2.43
H 3.0274 1.9402 1.5580 1.18 -0.23 -1.13
H 2.8824 3.4187 1.1434 -0.67 2.33 0.71
```
Positions in Å, forces in eV/Å.

Energy relative to the best compared isomer or geometry (same formula, charge and spin): 1.513 eV
Structure (SMILES): [H]/N=C\N.O=C=O.N
Frontier orbital gap: 10.4662 eV
LUMO level: 0.735 eV
HOMO: -9.73 eV

Löwdin population analysis, charges in e, atoms 1 to 6: -0.448, -0.370, 0.068, 0.066, -0.021, 0.186

=====

Formula: C4H12OS2
Source: OMol25
Level of theory: ωB97M-V/def2-TZVPD

Structure (XYZ):
```
19
Properties=species:S:1:pos:R:3:forces:R:3
C -0.8760 2.0506 0.3929 0.40 -1.83 -1.29
C -1.6803 1.8767 -0.8937 -0.11 1.47 -1.27
C 0.6300 1.9062 0.0744 1.68 0.62 2.51
S 0.8210 0.2015 -0.5687 -2.15 -1.64 -1.16
S 2.1615 -1.3653 -1.1392 1.44 1.02 -0.35
C 1.8515 -2.8903 -0.2164 -0.01 0.56 0.86
H -1.1612 1.2238 1.0617 0.22 0.61 0.30
H -0.9866 3.0433 0.8231 -0.32 -0.09 0.18
H -1.3769 1.1078 -1.6111 0.00 -0.46 0.89
H -1.4203 2.7561 -1.5033 -0.50 0.20 0.07
H -2.7696 1.8501 -0.7868 0.23 0.03 0.21
H 1.1286 2.0852 1.0416 0.10 -0.36 -0.23
H 1.0417 2.6940 -0.5462 -0.23 -0.15 -0.69
H 1.0541 -3.4184 -0.7191 -0.34 -0.03 0.36
H 1.6287 -2.5661 0.7961 -0.51 -0.36 -0.07
H 2.7000 -3.5648 -0.1027 0.49 0.44 -0.53
H -1.4655 -2.2203 0.6951 -0.23 0.18 0.59
H -0.6498 -2.3541 2.0786 -0.70 0.19 0.02
O -0.6309 -2.4162 1.1238 0.56 -0.39 -0.41
```
Positions in Å, forces in eV/Å.

Energy relative to the best compared isomer or geometry (same formula, charge and spin): 2.428 eV
Structure (SMILES): CCCSSC.O
Frontier orbital gap: 7.7563 eV
LUMO level: -0.217 eV
HOMO: -7.97 eV

Löwdin population analysis, charges in e, atoms 1 to 6: -0.329, -0.164, -0.540, 0.496, 0.434, -0.491

=====

Formula: CH8N2O3
Source: OMol25
Level of theory: ωB97M-V/def2-TZVPD

Structure (XYZ):
```
14
Properties=species:S:1:pos:R:3:forces:R:3
N 1.1912 0.7272 -0.5226 1.90 -1.77 0.45
C 0.3693 1.6030 -1.0428 -6.12 0.85 -1.68
N -0.7575 1.0787 -1.5562 1.91 1.34 1.50
O 0.9864 0.3449 1.3581 0.61 1.84 -0.94
H 0.4714 2.6803 -1.0155 0.65 0.01 0.33
H 0.7238 -0.1937 -0.6057 -0.33 -0.50 -1.01
H 0.3981 -0.4862 1.6249 -2.51 -1.81 0.30
H -1.5033 1.7520 -1.7551 0.65 0.34 -0.60
H -1.0723 -0.6461 -0.9175 -0.43 -0.15 -0.32
H -0.2834 -2.2227 2.3868 -0.12 0.05 -0.16
O -0.7149 -1.5139 -0.7093 0.60 0.20 -0.53
H -0.7761 -1.5844 0.2748 -0.04 -0.52 0.51
H 1.5697 -0.0144 0.6769 1.95 -0.92 1.60
O -0.6024 -1.5248 1.8032 1.28 1.06 0.55
```
Positions in Å, forces in eV/Å.

Energy relative to the best compared isomer or geometry (same formula, charge and spin): 8.231 eV
Frontier orbital gap: 5.5723 eV
LUMO level: -3.970 eV
HOMO: -9.54 eV

Löwdin population analysis, charges in e, atoms 1 to 6: 0.159, -0.228, 0.176, 0.062, 0.125, 0.077

=====

Formula: C55H39N3OP2RhS2Te
Source: OMol25
Level of theory: ωB97M-V/def2-TZVPD

Structure (XYZ):
```
104
Properties=species:S:1:pos:R:3:forces:R:3
Rh 0.6007 0.1943 -0.2710 -0.25 0.37 0.33
O 1.0918 3.1402 1.3441 -0.15 -0.35 -0.05
S 0.2859 1.9284 1.2017 0.17 -0.14 -0.40
C -1.4451 2.3562 0.9486 -0.07 -0.06 -0.12
C -2.1603 2.8806 2.0173 0.06 -0.01 -0.05
C -3.5082 3.1487 1.8631 -0.01 0.02 0.05
C -4.1224 2.8842 0.6500 -0.06 0.00 -0.01
C -3.3924 2.3993 -0.4233 0.19 -0.05 0.00
C -2.0309 2.1336 -0.3047 0.09 0.01 0.14
P -0.8677 1.5747 -1.6256 0.14 0.09 0.14
C -1.6957 0.9219 -3.1098 0.00 0.05 0.04
C -2.7663 1.5529 -3.7518 0.11 -0.09 -0.02
C -3.2317 1.0777 -4.9659 -0.02 0.01 0.02
C -2.6130 -0.0052 -5.5785 0.00 -0.03 -0.01
C -1.5013 -0.5863 -4.9918 -0.02 -0.02 0.00
C -1.0435 -0.1198 -3.7671 0.17 0.19 -0.12
C -0.3235 3.2121 -2.2612 -0.12 -0.03 -0.09
C -0.2640 4.3403 -1.4469 0.00 -0.03 0.01
C 0.0325 5.5831 -1.9899 0.00 -0.03 0.03
C 0.2664 5.7138 -3.3476 0.03 0.01 -0.02
C 0.2320 4.5922 -4.1629 -0.01 0.00 0.00
C -0.0550 3.3498 -3.6256 -0.01 -0.04 0.04
C 0.1512 1.1319 2.7982 -0.09 -0.10 0.00
C 0.6189 1.8058 3.9065 -0.01 -0.01 -0.02
C 0.4925 1.1945 5.1502 0.00 -0.01 0.01
C -0.0880 -0.0597 5.2538 0.02 0.02 0.03
C -0.5363 -0.7305 4.1196 0.01 -0.01 -0.08
C -0.4244 -0.1377 2.8691 0.08 0.07 -0.06
P -0.8692 -0.9276 1.2824 -0.10 0.11 -0.03
C -2.6910 -0.8664 1.1901 0.02 0.03 0.08
C -3.3220 -0.7947 -0.0470 0.06 0.04 -0.10
C -4.7030 -0.8921 -0.1467 0.03 0.00 -0.01
C -5.4680 -1.0417 0.9990 0.00 -0.01 0.02
C -4.8496 -1.0906 2.2425 -0.04 0.00 -0.03
C -3.4703 -1.0131 2.3376 0.02 0.04 -0.01
C -0.5674 -2.7092 1.4890 0.02 0.00 -0.02
C 0.5452 -3.1910 2.1804 0.01 0.02 0.03
C 0.7883 -4.5536 2.2482 -0.01 -0.02 -0.02
C -0.0656 -5.4502 1.6195 0.01 0.00 0.01
C -1.1782 -4.9801 0.9369 0.03 0.01 0.01
C -1.4312 -3.6175 0.8749 -0.02 0.01 -0.01
H -1.6749 3.0535 2.9685 0.02 0.00 0.01
H -4.0810 3.5396 2.6930 0.01 0.00 0.00
H -5.1851 3.0540 0.5365 0.00 0.00 -0.02
H -3.9132 2.1830 -1.3375 -0.04 0.00 -0.29
H -3.1791 2.4673 -3.3628 -0.16 0.11 0.22
H -4.0580 1.5762 -5.4552 -0.01 0.00 0.01
H -2.9771 -0.3680 -6.5305 0.01 0.00 0.00
H -0.9801 -1.3939 -5.4886 0.02 0.00 -0.02
H -0.1418 -0.5438 -3.3356 -0.10 0.40 -0.36
H -0.4569 4.2792 -0.3867 0.00 0.00 0.03
H 0.0678 6.4502 -1.3438 0.00 0.00 0.01
H 0.4852 6.6856 -3.7705 -0.01 0.00 0.00
H 0.4299 4.6821 -5.2225 0.01 -0.01 0.00
H -0.0826 2.4910 -4.2821 0.00 -0.01 0.00
H 1.0845 2.7759 3.7889 0.01 0.00 0.00
H 0.8606 1.6972 6.0346 -0.01 0.00 0.00
H -0.1754 -0.5353 6.2218 0.00 0.00 0.00
H -0.9382 -1.7319 4.2121 -0.01 0.00 -0.01
H -2.7386 -0.6374 -0.9495 0.00 -0.06 0.05
H -5.1770 -0.8428 -1.1187 0.00 0.00 0.00
H -6.5448 -1.1186 0.9268 0.00 0.01 0.00
H -5.4438 -1.1986 3.1402 0.00 0.00 0.00
H -3.0047 -1.0639 3.3125 0.00 -0.01 0.01
H 1.2220 -2.5050 2.6679 -0.02 0.00 0.01
H 1.6503 -4.9125 2.7954 0.00 -0.01 0.00
H 0.1292 -6.5134 1.6707 0.00 0.00 0.01
H -1.8576 -5.6739 0.4594 0.00 0.00 0.00
H -2.3148 -3.2674 0.3555 0.01 -0.01 0.00
N 7.3126 -3.4595 6.1903 0.00 0.00 0.00
C 6.5657 -3.0028 5.4465 -0.01 0.00 -0.01
C 5.6248 -2.4380 4.5170 0.01 0.00 0.01
C 4.4732 -1.8133 4.9902 0.00 0.00 0.00
C 3.5649 -1.2804 4.0949 0.00 -0.01 0.00
C 3.7923 -1.3660 2.7183 -0.06 0.02 0.05
C 4.9554 -1.9854 2.2554 0.00 0.01 -0.01
C 5.8663 -2.5185 3.1471 0.01 -0.01 0.00
C 2.8215 -0.8497 1.8001 0.06 0.10 -0.14
C 1.9856 -0.4555 1.0168 0.09 -0.24 0.04
H 4.2999 -1.7486 6.0557 0.00 0.00 0.00
H 2.6692 -0.7890 4.4529 0.00 0.01 0.00
H 5.1438 -2.0366 1.1913 0.00 0.00 0.00
H 6.7678 -2.9972 2.7905 0.00 0.00 0.00
Te 2.9096 0.8388 -1.4531 0.13 0.15 0.19
C 2.9276 2.4764 -2.7424 -0.08 -0.07 -0.02
C 3.1539 3.7844 -2.4129 0.03 0.00 0.00
C 3.4663 4.5886 -3.5388 0.00 0.01 0.00
C 3.4861 3.8764 -4.7009 -0.01 0.00 -0.06
S 3.1087 2.2338 -4.4345 0.00 0.03 0.01
H 3.1259 4.1453 -1.3942 0.00 -0.01 0.00
H 3.6820 5.6459 -3.4845 0.01 0.01 0.00
H 3.7122 4.2350 -5.6925 -0.01 0.01 0.00
N 0.7147 -6.7484 -3.0805 0.00 0.00 0.00
C 0.7490 -5.6570 -2.7272 0.00 0.02 0.00
C 0.7697 -4.2919 -2.2738 0.02 0.04 0.00
C -0.3362 -3.4728 -2.4564 0.00 0.00 0.02
C -0.2958 -2.1931 -1.9464 -0.25 -0.17 0.39
N 0.7589 -1.6791 -1.3002 0.03 -0.20 -0.17
C 1.8383 -2.4653 -1.1709 0.07 0.11 0.12
C 1.8797 -3.7689 -1.6267 -0.02 -0.03 -0.03
H -1.2242 -3.8267 -2.9601 -0.01 0.00 0.00
H -1.1543 -1.5460 -2.0528 0.05 -0.31 0.29
H 2.6921 -2.0494 -0.6553 -0.08 0.05 -0.02
H 2.7676 -4.3635 -1.4683 0.00 0.00 0.00
```
Positions in Å, forces in eV/Å.

Energy relative to the best compared isomer or geometry (same formula, charge and spin): 0.504 eV
Total charge: +1
Frontier orbital gap: 6.4965 eV
LUMO level: -3.160 eV
HOMO: -9.66 eV

Löwdin population analysis, charges in e, atoms 1 to 6: 0.303, -0.386, 0.816, -0.373, -0.039, -0.036